Entry 1:
The following is a quantum chemistry calculation of a cluster of 2 separate species, C32H33N3O4 in total in a non-equilibrium geometry, from the OMol25 dataset.

Cartesian coordinates (Å):
C  -2.42387  4.28532  5.66634
O  -3.01870  4.72248  4.41810
C  -2.27567  4.66012  3.28180
C  -2.94703  4.95751  2.06907
C  -2.27169  4.84150  0.86424
C  -0.93155  4.43182  0.84873
N  -0.26594  4.41012  -0.39506
C  0.62257  3.49513  -0.89228
C  1.01676  2.23766  -0.25221
C  1.72434  1.20436  -1.01998
C  2.57253  0.36307  -0.37603
C  3.50208  -0.52496  -1.05422
C  4.70629  -0.92534  -0.41861
C  5.65674  -1.67513  -1.10604
C  5.41188  -2.07913  -2.42780
C  4.20552  -1.73432  -3.05117
C  3.25192  -0.97154  -2.37361
O  0.76760  2.03956  0.95999
N  1.02097  3.97579  -2.09285
C  1.95248  3.39889  -3.03710
C  0.37804  5.17262  -2.36472
C  -0.42892  5.43934  -1.32774
C  -0.23964  4.23513  2.04021
C  -0.90074  4.31944  3.26467
H  -3.23723  4.38947  6.38707
H  -2.09713  3.23627  5.61167
H  -1.57754  4.92526  5.95405
H  -3.99000  5.26606  2.09689
H  -2.78597  5.06147  -0.07023
H  1.52294  1.15803  -2.09120
H  2.64120  0.41328  0.71507
H  4.87972  -0.60897  0.61283
H  6.59420  -1.94344  -0.61579
H  6.15859  -2.66257  -2.96688
H  4.00242  -2.05938  -4.07265
H  2.29754  -0.72530  -2.84747
H  2.28718  4.21378  -3.68575
H  2.82012  2.96194  -2.53374
H  1.46210  2.65064  -3.67451
H  0.56416  5.72381  -3.26726
H  -1.07510  6.27653  -1.15921
H  0.82349  4.01524  2.03661
H  -0.35464  4.11301  4.18974
C  0.57517  -6.25077  2.82966
C  -0.15038  -4.96831  3.13667
O  -0.19970  -4.15729  1.92501
C  -0.32686  -2.84805  2.16517
C  -0.87186  -2.04543  1.00479
C  -1.01147  -0.59830  1.22614
N  -1.30928  -2.70597  -0.02252
C  -1.99448  -2.29141  -1.05027
C  -2.44763  -3.20947  -2.06688
C  -3.38060  -2.82783  -3.06581
C  -3.83563  -3.76776  -3.98302
C  -3.35716  -5.08805  -3.93455
C  -2.42004  -5.46854  -2.96016
C  -1.97128  -4.53499  -2.02607
O  -0.07158  -2.30809  3.23295
H  0.42325  -6.95039  3.65507
H  0.23441  -6.72747  1.90401
H  1.65291  -6.06837  2.75556
H  -1.19219  -5.14946  3.43793
H  0.36551  -4.40761  3.92478
H  -0.34980  -0.31774  2.05169
H  -0.73883  -0.04032  0.32281
H  -2.04995  -0.33919  1.50063
H  -2.28900  -1.23135  -1.14544
H  -3.73458  -1.79423  -3.08600
H  -4.56548  -3.47897  -4.74388
H  -3.71374  -5.82064  -4.65929
H  -2.03625  -6.48970  -2.92498
H  -1.25548  -4.79890  -1.24694

Computed properties:
**ΔE to the lowest compared entry with this formula, charge and spin**: 28.0 kcal per mole
**Kohn-Sham gap**: 0.089 Ha
**Total charge**: 0

---

Entry 2:
The following is a quantum chemistry calculation of a cluster of 7 separate species, C32H66BN2O24P4 in total in a non-equilibrium geometry, from the OMol25 dataset.

Cartesian coordinates (Å):
O  2.03381  -3.40923  0.80946
C  1.27026  -2.85334  0.07757
O  0.28620  -2.02456  0.30241
B  -0.21994  -1.42840  -0.95827
O  0.51920  -2.12687  -2.02194
C  1.40332  -2.96673  -1.46887
O  2.25182  -3.55306  -2.06453
O  0.03617  0.02500  -0.89919
C  -1.09320  0.66723  -0.91356
O  -1.22336  1.86821  -0.94338
C  -2.23446  -0.39879  -0.87410
O  -1.68532  -1.57094  -1.12140
O  -3.40962  -0.19024  -0.76357
C  -1.14890  4.45047  0.24418
C  -1.02013  5.91728  0.22761
N  -1.00428  7.06580  0.23507
H  -0.89360  4.07201  -0.73802
H  -2.08982  4.14035  0.68678
H  -0.45539  3.95083  0.92662
C  3.80399  -5.69716  0.49360
C  4.78598  -5.13206  1.42875
N  5.51737  -4.65813  2.17559
H  2.95420  -5.99104  1.11011
H  4.12873  -6.56105  -0.08002
H  3.47416  -4.90879  -0.17757
C  1.35089  0.62093  -4.47668
C  0.36857  -0.53023  -4.57392
O  -0.13715  -0.56515  -5.90985
P  -1.50596  -1.25430  -6.39120
O  -1.42685  -1.95282  -7.68418
O  -2.05498  -2.00478  -5.10789
C  -1.95933  -3.42825  -4.96993
C  -2.51477  -3.79847  -3.59659
O  -2.46725  0.01767  -6.56184
C  -3.03623  0.69649  -5.44725
C  -2.57686  2.14655  -5.40123
H  1.55299  0.83054  -3.42177
H  2.34133  0.47507  -4.91135
H  0.97355  1.54166  -4.92467
H  0.88002  -1.45265  -4.30316
H  -0.51298  -0.37975  -3.94582
H  -2.51075  -3.85297  -5.80944
H  -0.92078  -3.76486  -4.95860
H  -1.68856  -3.91869  -2.89754
H  -3.37423  -3.29110  -3.16526
H  -2.90494  -4.82542  -3.65425
H  -4.11625  0.60965  -5.60874
H  -2.87228  0.22236  -4.47587
H  -3.15269  2.83124  -4.78296
H  -1.49876  2.11578  -5.24403
H  -2.70700  2.61976  -6.37948
C  -0.47484  -5.72814  1.46377
C  -1.56491  -4.76783  1.89647
O  -1.41250  -4.47698  3.28178
P  -2.45788  -4.72702  4.44048
O  -3.84552  -4.97165  4.06567
O  -1.75772  -5.92248  5.21565
C  -2.39298  -6.76637  6.14775
C  -1.90776  -6.48350  7.57199
O  -2.24946  -3.48537  5.41314
C  -0.90272  -3.14819  5.79106
C  -0.24942  -1.88690  5.25109
H  -0.52115  -5.69560  0.36736
H  0.51913  -5.45313  1.80044
H  -0.79367  -6.74752  1.67889
H  -1.63622  -3.79292  1.40329
H  -2.54688  -5.16385  1.61004
H  -3.47995  -6.70133  6.11663
H  -2.08986  -7.80186  5.97769
H  -2.15394  -7.27695  8.28111
H  -0.83682  -6.29663  7.56516
H  -2.52266  -5.67486  7.97953
H  -1.16326  -2.83182  6.82151
H  -0.28083  -3.98389  6.11800
H  -0.94756  -1.05164  5.34065
H  0.63683  -1.73481  5.85527
H  -0.14056  -1.99215  4.17463
C  -0.04388  0.31472  2.32371
C  1.15331  0.80278  3.10900
O  1.55088  -0.22743  4.00668
P  3.05812  -0.37644  4.50224
O  3.35864  -1.52987  5.34734
O  3.93625  -0.28529  3.16939
C  4.12896  -1.44552  2.36926
C  5.50121  -1.35723  1.73113
O  3.26488  1.03557  5.18486
C  4.53904  1.34423  5.74740
C  4.57551  2.82581  6.04834
H  0.28242  -0.47066  1.64335
H  -0.83135  -0.06759  2.97077
H  -0.57628  1.14002  1.84287
H  1.95862  1.22999  2.50616
H  0.81765  1.68029  3.68112
H  4.07051  -2.40744  2.88201
H  3.38974  -1.39970  1.56427
H  5.76123  -2.15594  1.04210
H  5.52142  -0.40055  1.19437
H  6.30131  -1.21364  2.46112
H  4.66488  0.82393  6.70184
H  5.42792  1.03693  5.18960
H  3.95348  2.96905  6.93277
H  5.60669  3.08984  6.28967
H  4.22396  3.45808  5.23598
C  2.45974  5.00482  -3.35028
C  1.28864  4.88666  -4.28727
O  0.29235  5.78332  -3.78536
P  -1.25251  5.69097  -4.22621
O  -1.44194  5.12295  -5.56810
O  -1.91387  4.89173  -3.02077
C  -3.29808  5.04659  -2.74750
C  -3.77480  4.07339  -1.68579
O  -1.71068  7.23232  -4.13212
C  -1.43556  8.06130  -3.00040
C  -1.54488  9.50402  -3.50735
H  2.92309  5.96692  -3.13666
H  2.19751  4.72510  -2.32028
H  3.22154  4.26483  -3.61189
H  1.67762  5.25386  -5.25322
H  0.94002  3.94390  -4.71231
H  -3.41836  6.07845  -2.38780
H  -4.01560  5.08733  -3.57790
H  -4.86392  4.14728  -1.62124
H  -3.63054  3.00235  -1.81822
H  -3.32304  4.42820  -0.76519
H  -2.14994  8.03309  -2.17480
H  -0.47235  7.83273  -2.54963
H  -0.62755  9.90889  -3.94977
H  -2.16689  9.53200  -4.40605
H  -1.89795  10.25136  -2.80018

Computed properties:
**ΔE to the lowest compared entry with this formula, charge and spin**: 0.0 kcal per mole
**Kohn-Sham gap**: 0.377 Ha
**Total charge**: -1

---

> Among the records above, which one has the lowest total charge?

C32H66BN2O24P4